ORCA calculation (ωB97M-V/def2-TZVPD) on a molecular structure, C44H42IrN9O3PS2.

CARTESIAN COORDINATES (ANGSTROEM)
Ir1 -1.29 0.55 0.02
S1 -0.10 0.30 -7.68
S2 0.68 -1.44 -0.14
P1 1.82 2.07 0.62
O1 -3.45 1.64 0.37
O2 -5.02 2.54 1.62
O3 -2.16 -1.29 1.13
N1 -0.99 -3.27 0.93
N2 -0.89 -0.70 -6.69
N3 -1.99 -0.51 -1.98
N4 0.15 1.49 -6.62
N5 1.20 -3.82 0.87
N6 -1.00 2.01 -1.93
N7 -3.09 1.77 2.61
N8 0.31 1.61 0.61
N9 -1.88 1.08 2.50
C1 3.08 -3.86 -0.73
C2 -3.25 -4.72 1.47
C3 3.46 5.40 -1.05
C4 2.60 -3.53 0.68
C5 3.24 4.08 -0.68
C6 -2.95 -2.31 -3.20
C7 -2.70 -1.61 -2.02
C8 2.42 0.82 2.98
C9 -5.64 -4.85 1.47
C10 0.85 -5.18 1.26
C11 3.41 1.87 4.90
C12 2.87 1.01 -0.42
C13 2.98 3.18 2.93
C14 -0.37 1.14 -5.45
C15 -3.84 1.96 1.48
C16 0.24 -2.93 0.65
C17 3.45 3.08 4.22
C18 -3.32 -3.35 1.21
C19 -0.98 -0.14 -5.49
C20 -5.50 2.97 2.89
C21 -2.38 -1.87 -4.37
C22 -5.72 -3.49 1.21
C23 -4.57 -2.74 1.09
C24 2.10 3.78 0.05
C25 -2.09 -2.54 1.06
C26 -0.92 1.33 -3.09
C27 1.45 6.08 0.07
C28 1.20 4.77 0.44
C29 3.12 -0.21 -2.47
C30 4.42 -0.52 -2.12
C31 2.48 2.04 2.31
C32 2.89 0.74 4.28
C33 -0.38 1.92 -4.25
C34 0.78 -5.36 2.77
C35 2.35 0.57 -1.63
C36 -0.61 3.27 -1.89
C37 2.58 6.39 -0.68
C38 -1.62 -0.70 -4.34
C39 -4.40 -5.46 1.60
C40 4.94 -0.07 -0.91
C41 -0.05 3.92 -2.99
C42 4.17 0.68 -0.05
C43 -1.50 0.00 -3.12
C44 0.08 3.24 -4.18
H1 -5.68 2.11 3.55
H2 1.71 -5.08 3.25
H3 2.86 -0.20 4.81
H4 -6.69 -3.01 1.10
H5 -3.58 -3.18 -3.18
H6 1.61 -5.84 0.84
H7 0.33 4.50 1.02
H8 2.77 -2.46 0.87
H9 -1.96 0.11 2.79
H10 4.13 -3.61 -0.83
H11 3.86 3.96 4.71
H12 0.51 3.69 -5.06
H13 2.00 -0.03 2.47
H14 0.59 -6.41 3.00
H15 2.52 -3.29 -1.46
H16 -4.62 -1.68 0.88
H17 2.96 -4.92 -0.94
H18 -3.11 -1.97 -1.10
H19 -2.28 -5.19 1.59
H20 5.96 -0.30 -0.64
H21 -4.34 -6.52 1.81
H22 -0.75 3.78 -0.96
H23 -6.54 -5.43 1.57
H24 4.56 1.02 0.90
H25 4.34 5.64 -1.64
H26 2.71 -0.56 -3.40
H27 5.03 -1.12 -2.78
H28 3.95 3.31 -0.93
H29 3.01 4.12 2.40
H30 1.33 0.84 -1.89
H31 -0.02 -4.77 3.20
H32 -1.15 1.54 3.03
H33 0.26 4.95 -2.91
H34 -3.51 1.86 3.52
H35 -4.81 3.68 3.37
H36 -6.44 3.46 2.69
H37 2.77 7.41 -0.96
H38 3.17 -4.10 1.41
H39 -0.11 -5.42 0.82
H40 -2.52 -2.39 -5.31
H41 0.77 6.86 0.36
H42 3.78 1.81 5.91

Summary:
* frontier orbital gap (spin up / spin down): 6.48 / 6.34 eV
* 2S+1: 2
* net charge: +2
* relative energy (zero: lowest compared OMol25 entry of this formula, charge and spin): 566.97 kJ/mol
* HOMO energy (spin up / spin down): -13.16 / -13.21 eV
* LUMO level (spin up / spin down): -6.68 / -6.87 eV

Atom charges from the Löwdin analysis, given in e for atoms 1 to 6: 1.334, 1.087, 0.827, 0.838, 0.000, 0.027